Entry 1:
{"formula": "C23H19I2MnN4O", "method": "the ωB97M-V functional and the def2-TZVPD basis", "homo_lumo_gap_ha": [0.1910, 0.1966], "homo_energy_ev": [-9.2, -9.3], "lumo_ha": [-0.1475, -0.1440], "spin_multiplicity": 6, "charge": 1, "symbols": ["Mn", "I", "C", "C", "C", "I", "C", "O", "C", "C", "N", "C", "C", "C", "C", "C", "C", "N", "C", "H", "H", "H", "H", "H", "H", "H", "H", "H", "H", "H", "C", "C", "C", "C", "N", "C", "C", "C", "C", "C", "C", "N", "H", "H", "H", "H", "H", "H", "H", "H"], "positions_angstrom": [[-0.57, 0.60, 0.18], [-0.49, -0.88, -7.35], [0.57, 0.21, -4.58], [1.87, 0.41, -3.86], [2.03, 0.51, -2.55], [3.95, 0.89, -1.77], [1.02, 0.29, -1.49], [1.33, 0.48, -0.21], [-0.09, -0.91, -1.77], [-0.33, -1.73, -0.49], [-1.54, -1.30, 0.25], [-1.59, -1.77, 1.64], [-1.06, -0.73, 2.61], [-1.02, -0.98, 3.97], [-0.56, -0.01, 4.84], [-0.12, 1.20, 4.31], [-0.17, 1.39, 2.95], [-0.64, 0.45, 2.11], [-0.36, -0.93, -4.22], [2.73, 0.59, -4.50], [0.53, -1.63, 0.19], [-0.39, -2.78, -0.78], [-2.37, -1.61, -0.25], [-1.02, -2.69, 1.77], [-2.62, -1.98, 1.92], [-1.37, -1.94, 4.34], [-0.54, -0.19, 5.90], [0.25, 1.99, 4.95], [0.17, 2.31, 2.50], [-1.41, -0.68, -4.39], [0.47, -0.99, -5.46], [-0.12, 1.51, -4.79], [-0.84, 2.04, -3.79], [-1.09, 1.59, -2.45], [-0.44, 0.53, -1.70], [-0.10, -1.66, -2.99], [-1.87, 2.39, -1.58], [-2.69, 3.48, -2.00], [-3.29, 4.29, -1.08], [-3.17, 4.02, 0.29], [-2.45, 2.92, 0.66], [-1.80, 2.13, -0.22], [1.32, -1.65, -5.49], [-0.02, 2.03, -5.73], [-1.30, 2.99, -4.02], [0.19, -2.70, -2.97], [-2.85, 3.67, -3.05], [-3.89, 5.13, -1.42], [-3.63, 4.64, 1.04], [-2.38, 2.63, 1.70]]}

Entry 2:
{"formula": "C2H5NO2", "method": "the ωB97M-V functional and the def2-TZVPD basis", "homo_lumo_gap_ha": 0.3444, "homo_energy_ev": -8.4, "lumo_ha": 0.0350, "smiles": "O[C@@H]1CON1", "symbols": ["C", "C", "N", "O", "O", "H", "H", "H", "H", "H"], "positions_angstrom": [[-0.80, -0.65, 0.50], [0.61, -0.01, 0.26], [-0.06, 0.96, -0.67], [-1.45, 0.57, -0.50], [1.61, -0.74, -0.25], [-0.99, -1.51, -0.06], [-1.42, -0.53, 1.46], [0.96, 0.68, 1.03], [0.05, 1.97, -0.58], [1.49, -0.74, -1.19]]}

Entry 3:
{"formula": "C4H10NO2", "method": "the ωB97M-V functional and the def2-TZVPD basis", "homo_lumo_gap_ha": 0.2402, "homo_energy_ev": -2.5, "lumo_ha": 0.1487, "charge": -1, "smiles": "N[C@H](C[O-])CCO", "symbols": ["C", "O", "C", "C", "C", "O", "N", "H", "H", "H", "H", "H", "H", "H", "H", "H", "H"], "positions_angstrom": [[1.73, -0.77, 0.69], [1.37, -2.02, 0.60], [0.63, 0.22, -0.18], [-0.62, 0.04, 0.66], [-1.90, 0.76, 0.16], [-1.61, 1.68, -0.90], [0.47, -0.39, -1.48], [1.81, -0.35, 1.73], [2.67, -0.62, 0.04], [1.05, 1.21, -0.03], [-0.81, -1.02, 0.89], [-0.45, 0.38, 1.69], [-2.64, 0.04, -0.24], [-2.38, 1.42, 0.90], [-0.94, 1.25, -1.46], [0.19, -1.34, -1.22], [1.42, -0.49, -1.84]]}

Asked for ΔE to the lowest compared entry with this formula, charge and spin across the records above, the calculation gives 144.89 449.75 303.53 kJ/mol in order.
Asked for E across the records above, the calculation gives -2928.123022 -284.296066 -363.608813 hartree in order.